# 1
The following is a DFT calculation (ωB97M-V/def2-TZVPD) of a 3-piece molecular cluster, C20H28FN3O5S overall at a distorted geometry.

```
58
C20H28FN3O5S | the OMol25 dataset | ωB97M-V/def2-TZVPD
C -2.423 0.801 3.795
S -3.208 -0.719 3.013
O -3.025 -1.917 3.938
O -4.657 -0.412 2.710
C -2.179 -1.028 1.471
N -0.795 -0.710 1.573
C -0.123 -0.943 0.326
C 1.419 -0.613 0.272
C 2.237 -0.782 -1.022
C 1.560 -1.279 -2.342
C 2.279 -1.455 -3.758
C 3.869 -1.248 -3.736
C 4.357 0.228 -3.355
N 3.512 1.425 -3.285
O 5.585 0.372 -3.047
C 0.041 -1.634 -2.267
C -0.822 -1.472 -0.950
N -2.210 -1.838 -1.045
C -2.854 -1.596 0.193
F -4.247 -1.908 0.256
H -3.159 1.392 4.433
H -1.456 0.528 4.341
H -2.097 1.451 2.892
H 1.934 -0.215 1.223
H 3.346 -0.531 -0.989
H 1.831 -0.712 -4.520
H 2.075 -2.507 -4.195
H 4.425 -2.010 -3.071
H 4.245 -1.440 -4.815
H 3.749 1.856 -2.363
H 2.501 1.183 -3.263
H -0.486 -2.005 -3.224
C -6.540 -2.979 3.464
C -6.970 -3.479 4.825
C -8.459 -3.689 4.629
O -8.650 -4.036 3.252
C -7.430 -3.784 2.539
H -5.477 -3.119 3.260
H -6.769 -1.913 3.371
H -6.483 -4.437 5.040
H -6.741 -2.790 5.639
H -9.019 -2.769 4.825
H -8.858 -4.482 5.266
H -6.979 -4.753 2.297
H -7.651 -3.259 1.607
C 6.208 5.622 -3.122
C 6.907 5.679 -1.782
C 6.059 4.742 -0.944
O 5.529 3.752 -1.835
C 5.767 4.174 -3.186
H 6.843 5.912 -3.961
H 5.333 6.280 -3.112
H 7.923 5.279 -1.876
H 6.974 6.684 -1.362
H 5.214 5.271 -0.489
H 6.631 4.254 -0.151
H 6.555 3.537 -3.601
H 4.860 4.037 -3.779
```

Output
strongest force on any atom: 5.94 eV/Å
energy relative to the best compared isomer or geometry (same formula, charge and spin): 221.66 kcal per mole
calculated total energy: -1817.1363 a.u.
HOMO level: -8.959 eV
SMILES string: CS(=O)(=O)c1nc2ccc(CCC(N)=O)cc2nc1F.C1CCOC1.C1CCOC1

# 2
The following is a DFT calculation (ωB97M-V/def2-TZVPD) of C20H28FeN2Si as an isolated structure at a distorted geometry.

```
52
C20H28FeN2Si | the OMol25 dataset | ωB97M-V/def2-TZVPD
C 0.717 1.634 2.108
C 1.480 1.635 0.892
C 1.020 2.725 0.076
H 2.341 1.003 0.683
C 0.015 3.431 0.817
C -0.179 2.749 2.068
H -0.791 3.113 2.898
H 0.875 0.964 2.959
H 1.454 3.039 -0.871
H -0.412 4.398 0.542
Fe -0.677 1.259 0.237
C -1.091 -0.970 -2.676
H -0.766 -0.250 -3.432
H -2.148 -0.801 -2.443
H -0.959 -1.981 -3.085
Si 0.018 -0.826 -1.163
C -0.025 -2.391 -0.110
C 0.775 -2.424 1.047
H 1.524 -1.644 1.231
C 0.621 -3.456 1.980
H 1.224 -3.437 2.890
C -0.282 -4.493 1.727
H -0.388 -5.302 2.451
C -1.037 -4.490 0.553
H -1.738 -5.298 0.345
C -0.908 -3.443 -0.370
H -1.491 -3.445 -1.292
C 1.775 -0.505 -1.731
C 2.828 -1.345 -1.370
H 2.629 -2.318 -0.919
C 4.155 -0.928 -1.563
H 4.967 -1.550 -1.209
C 4.429 0.287 -2.198
H 5.463 0.617 -2.348
C 3.373 1.082 -2.649
H 3.566 2.026 -3.165
C 2.048 0.680 -2.433
H 1.233 1.300 -2.809
H -0.729 0.700 -1.213
H 0.195 -0.102 0.254
N -2.457 2.382 -0.142
C -3.310 2.445 1.086
C -3.357 1.079 1.727
N -2.030 0.371 1.595
H -2.960 1.889 -0.881
H -2.272 3.317 -0.513
H -2.883 3.187 1.773
H -4.324 2.766 0.813
H -3.618 1.175 2.786
H -4.115 0.462 1.231
H -1.603 0.277 2.521
H -2.178 -0.596 1.297
```

Output
strongest force on any atom: 2.07 eV/Å
energy relative to the best compared isomer or geometry (same formula, charge and spin): 0.00 kcal per mole
calculated total energy: -2441.5017 a.u.
2S+1: 5
HOMO level (spin up / spin down): -5.680 / -7.303 eV
expectation value of S²: 6.02

# 3
The following is a DFT calculation (ωB97M-V/def2-TZVPD) of one molecule with the formula C20H28N2O5.

```
55
C20H28N2O5 | the OMol25 dataset | ωB97M-V/def2-TZVPD
C 2.387 0.592 4.204
C 3.134 0.819 2.895
O 3.331 -0.382 2.171
C 4.153 -1.360 2.650
C 5.153 -1.121 3.589
C 5.989 -2.136 4.015
C 5.837 -3.420 3.523
C 4.839 -3.670 2.603
C 3.991 -2.664 2.147
C 2.930 -3.103 1.189
O 2.615 -4.277 1.092
N 2.386 -2.146 0.402
C 1.259 -2.431 -0.443
C 0.103 -1.500 -0.144
O 0.163 -0.536 0.572
O -1.008 -1.908 -0.770
C -2.069 -0.972 -0.798
C -1.676 0.153 -1.777
O -0.568 0.137 -2.275
N -2.585 1.118 -2.023
C -3.940 1.093 -1.494
C -4.918 0.387 -2.442
C -4.418 2.504 -1.127
C -4.181 3.505 -2.250
C -2.694 3.526 -2.572
C -2.185 2.146 -2.986
C -2.581 1.774 -4.417
H 2.203 1.545 4.691
H 1.436 0.108 3.998
H 2.962 -0.044 4.874
H 4.086 1.336 3.066
H 2.526 1.428 2.220
H 5.294 -0.129 3.990
H 6.761 -1.916 4.739
H 6.485 -4.215 3.857
H 4.679 -4.663 2.213
H 2.542 -1.174 0.628
H 1.515 -2.297 -1.501
H 0.962 -3.473 -0.288
H -2.222 -0.558 0.206
H -2.948 -1.522 -1.134
H -3.914 0.518 -0.564
H -5.826 0.130 -1.904
H -4.475 -0.527 -2.832
H -5.189 1.019 -3.281
H -5.477 2.454 -0.871
H -3.872 2.839 -0.243
H -4.760 3.236 -3.133
H -4.507 4.497 -1.932
H -2.482 4.230 -3.377
H -2.147 3.853 -1.685
H -1.089 2.152 -2.949
H -2.082 2.444 -5.113
H -3.651 1.845 -4.580
H -2.259 0.758 -4.631
```

Output
strongest force on any atom: 0.53 eV/Å
energy relative to the best compared isomer or geometry (same formula, charge and spin): 27.95 kcal per mole
calculated total energy: -1264.6771 a.u.
HOMO level: -8.675 eV
SMILES string: CCOc1ccccc1C(=O)NCC(=O)OCC(=O)N1[C@H](C)CCC[C@@H]1C

# 4
The following is a DFT calculation (ωB97M-V/def2-TZVPD) of one molecule with the formula C20H28N2O6S3 at a distorted geometry.

```
59
C20H28N2O6S3 | the OMol25 dataset | ωB97M-V/def2-TZVPD
C 3.775 -1.440 2.559
C 2.809 -0.356 2.088
N 2.098 0.246 3.196
C 1.072 -0.498 3.886
C -0.161 -0.808 3.038
S 2.073 1.886 3.300
O 1.549 2.242 4.586
O 3.354 2.384 2.904
C 0.880 2.444 2.062
C -0.430 2.684 2.435
C -1.360 3.082 1.486
C -0.970 3.231 0.163
C 0.348 3.002 -0.185
S 0.841 3.173 -1.905
O -0.049 4.090 -2.565
O 2.252 3.421 -1.978
C 0.533 1.533 -2.604
C 0.389 1.414 -3.974
C 0.192 0.164 -4.541
C 0.112 -0.957 -3.726
C 0.233 -0.813 -2.357
S 0.035 -2.232 -1.273
O 0.610 -3.369 -1.925
O 0.513 -1.854 0.028
N -1.592 -2.461 -1.169
C -2.256 -3.257 -2.171
C -3.104 -2.452 -3.154
C -2.343 -1.807 -0.125
C -2.687 -0.346 -0.416
C 0.465 0.423 -1.786
C 1.286 2.610 0.752
H 4.378 -1.775 1.720
H 3.237 -2.296 2.957
H 4.430 -1.043 3.330
H 3.378 0.453 1.630
H 2.113 -0.774 1.351
H 1.511 -1.431 4.249
H 0.799 0.112 4.749
H -0.656 0.109 2.725
H 0.118 -1.374 2.153
H -0.860 -1.399 3.625
H -0.694 2.577 3.476
H -2.381 3.281 1.775
H -1.661 3.549 -0.602
H 0.436 2.307 -4.577
H 0.101 0.063 -5.611
H -0.026 -1.944 -4.138
H -1.459 -3.785 -2.698
H -2.885 -4.004 -1.672
H -3.981 -2.040 -2.661
H -2.528 -1.637 -3.585
H -3.441 -3.103 -3.957
H -3.259 -2.382 0.036
H -1.738 -1.856 0.782
H -1.782 0.251 -0.488
H -3.241 -0.247 -1.345
H -3.294 0.047 0.396
H 0.601 0.491 -0.718
H 2.317 2.474 0.468
```

Output
strongest force on any atom: 1.15 eV/Å
energy relative to the best compared isomer or geometry (same formula, charge and spin): 2.01 kcal per mole
calculated total energy: -2534.3799 a.u.
HOMO level: -9.487 eV
SMILES string: CCN(CC)S(=O)(=O)c1cccc(S(=O)(=O)c2cccc(S(=O)(=O)N(CC)CC)c2)c1

- What is the calculated total energy in the fourth record?
  -2534.3799 a.u.

- Which formula does entry 1 have?
  C20H28FN3O5S

- Which value of strongest force on any atom does entry 2 give?
  2.07 eV/Å

- energy relative to the best compared isomer or geometry (same formula, charge and spin) of number 4 (C20H28N2O6S3)?
  2.01 kcal per mole